{"formula": "C2BrClN2S", "method": "ωB97M-V/def2-TZVPD", "smiles": "[S-][N+]#CBr.N#CCl", "spin_multiplicity": 1, "gap_ha": [0.29835, 0.29832], "charge": 0, "relative_energy_kcal_mol": 66.4, "e_lumo_ev": [-0.4, -0.4], "homo_energy_ev": [-8.50, -8.50], "species": ["S", "N", "C", "Br", "N", "C", "Cl"], "coordinates": [[1.90, -0.33, 1.01], [1.10, -0.64, -0.31], [0.25, -0.92, -1.08], [-0.32, -1.56, -2.65], [-1.64, 0.26, 0.31], [-1.06, 1.02, 0.94], [-0.22, 2.17, 1.78]]}


{"formula": "C2BrF3N2", "method": "ωB97M-V/def2-TZVPD", "spin_multiplicity": 1, "gap_ha": [0.30129, 0.30134], "charge": 0, "relative_energy_kcal_mol": 123.5, "e_lumo_ev": [-1.4, -1.4], "homo_energy_ev": [-9.56, -9.57], "species": ["C", "C", "N", "N", "F", "F", "F", "Br"], "coordinates": [[-1.78, -0.30, 0.17], [1.43, -0.48, 0.24], [-0.70, -0.25, 0.63], [0.47, 0.33, 0.48], [1.93, -1.76, 0.24], [1.90, 0.18, -1.21], [2.33, -0.03, 1.20], [-3.59, -0.61, -0.30]]}


{"formula": "C2BrF4I", "method": "ωB97M-V/def2-TZVPD", "spin_multiplicity": 1, "gap_ha": 0.32256, "charge": 0, "relative_energy_kcal_mol": 41.3, "e_lumo_ev": -1.0, "homo_energy_ev": -9.74, "species": ["C", "C", "F", "F", "F", "F", "Br", "I"], "coordinates": [[1.85, 0.33, -0.43], [-2.40, 0.53, 0.34], [0.62, 0.41, -0.95], [2.73, 0.04, -1.38], [1.87, -0.71, 0.43], [-2.36, -0.40, 1.30], [2.57, 1.89, 0.46], [-4.38, 0.77, -0.12]]}


{"formula": "C2Cl2F4N2", "method": "ωB97M-V/def2-TZVPD", "smiles": "F/N=C(\\N(Cl)Cl)C(F)(F)F", "spin_multiplicity": 1, "gap_ha": 0.34441, "charge": 0, "relative_energy_kcal_mol": 22.0, "e_lumo_ev": -0.7, "homo_energy_ev": -10.06, "species": ["F", "N", "C", "N", "Cl", "Cl", "C", "F", "F", "F"], "coordinates": [[0.33, 1.95, 1.91], [-0.59, 1.28, 1.13], [-0.16, 0.54, 0.23], [1.58, 0.27, 0.00], [1.94, -0.15, -1.62], [1.94, -0.92, 1.10], [-1.06, -0.49, -0.50], [-1.90, -1.01, 0.34], [-0.37, -1.52, -1.00], [-1.70, 0.05, -1.60]]}


{"formula": "C2Cl2O5S", "method": "ωB97M-V/def2-TZVPD", "spin_multiplicity": 1, "gap_ha": 0.37233, "charge": 0, "e_lumo_ev": -0.8, "homo_energy_ev": -10.91, "species": ["C", "C", "O", "O", "O", "O", "O", "S", "Cl", "Cl"], "coordinates": [[-0.60, -1.49, -0.40], [-0.52, 1.44, 0.39], [-0.40, -1.53, -1.54], [-0.74, 1.30, 1.54], [2.65, -0.16, -0.73], [0.81, -1.11, 0.65], [0.57, 1.23, -0.27], [1.84, 0.06, 0.41], [-1.80, -1.67, 0.67], [-1.82, 1.93, -0.72]]}


{"formula": "C2Cl3IS", "method": "ωB97M-V/def2-TZVPD", "spin_multiplicity": 1, "gap_ha": [0.26797, 0.25698], "charge": 0, "relative_energy_kcal_mol": 60.6, "e_lumo_ev": [-0.9, -1.4], "homo_energy_ev": [-8.24, -8.44], "species": ["C", "C", "S", "Cl", "Cl", "Cl", "I"], "coordinates": [[2.23, -0.06, 0.25], [-1.17, -0.32, -0.72], [2.59, -0.35, 1.76], [-2.16, -1.70, -0.47], [-0.78, 0.47, 0.72], [-1.55, 0.59, -2.05], [1.98, -1.35, -1.38]]}


{"formula": "C2ClF3", "method": "ωB97M-V/def2-TZVPD", "spin_multiplicity": 1, "gap_ha": [0.24264, 0.24268], "charge": 0, "relative_energy_kcal_mol": 108.4, "e_lumo_ev": [-4.2, -4.2], "homo_energy_ev": [-10.75, -10.76], "species": ["C", "C", "F", "F", "F", "Cl"], "coordinates": [[0.31, -0.34, 0.33], [-0.51, 0.60, -0.05], [1.42, -0.66, -0.30], [0.24, -1.02, 1.49], [-1.67, 1.07, 0.28], [0.63, 0.97, -2.89]]}


{"formula": "C2ClFN4", "method": "ωB97M-V/def2-TZVPD", "smiles": "Fc1nnnnc1Cl", "spin_multiplicity": 1, "gap_ha": 0.36547, "charge": 0, "relative_energy_kcal_mol": 0.0, "e_lumo_ev": -1.0, "homo_energy_ev": -10.98, "species": ["F", "C", "N", "N", "N", "N", "C", "Cl"], "coordinates": [[-0.81, 2.00, 0.00], [-0.13, 0.88, 0.00], [1.16, 0.95, 0.00], [1.86, -0.20, 0.00], [1.27, -1.34, 0.00], [-0.07, -1.46, 0.00], [-0.79, -0.36, 0.00], [-2.49, -0.48, 0.00]]}


{"formula": "C2ClNO2", "method": "ωB97M-V/def2-TZVPD", "spin_multiplicity": 1, "gap_ha": 0.37896, "charge": 0, "relative_energy_kcal_mol": 44.8, "e_lumo_ev": -0.5, "homo_energy_ev": -10.80, "species": ["C", "C", "N", "O", "O", "Cl"], "coordinates": [[0.37, 0.23, -1.08], [-1.25, -0.49, 1.30], [1.20, -0.21, -0.41], [-0.19, 0.59, -2.01], [-1.71, 0.46, 0.96], [1.58, -0.58, 1.25]]}


{"formula": "C2ClNO2", "method": "ωB97M-V/def2-TZVPD", "spin_multiplicity": 1, "gap_ha": 0.39120, "charge": 0, "relative_energy_kcal_mol": 33.6, "e_lumo_ev": 0.0, "homo_energy_ev": -10.67, "species": ["C", "C", "N", "O", "O", "Cl"], "coordinates": [[-0.13, -0.74, 0.97], [0.70, 0.67, -1.80], [-0.77, 0.12, 0.44], [0.65, -1.53, 1.30], [1.78, 0.55, -1.51], [-2.22, 0.92, 0.60]]}


{"formula": "C2ClNO2S", "method": "ωB97M-V/def2-TZVPD", "smiles": "N#CC(=O)Cl.O=S", "spin_multiplicity": 1, "gap_ha": [0.28400, 0.28369], "charge": 0, "relative_energy_kcal_mol": 18.3, "e_lumo_ev": [-1.5, -1.5], "homo_energy_ev": [-9.26, -9.22], "species": ["N", "C", "C", "O", "Cl", "O", "S"], "coordinates": [[1.80, -1.49, -0.68], [1.36, -0.55, -0.21], [0.92, 0.73, 0.21], [-0.09, 1.24, -0.17], [2.19, 1.60, 1.10], [-3.54, -0.89, -0.69], [-2.64, -0.63, 0.42]]}


{"formula": "C2F2O2", "method": "ωB97M-V/def2-TZVPD", "spin_multiplicity": 1, "gap_ha": 0.41044, "charge": 0, "relative_energy_kcal_mol": 52.6, "e_lumo_ev": 0.0, "homo_energy_ev": -11.21, "species": ["C", "C", "O", "O", "F", "F"], "coordinates": [[0.26, -0.08, 0.75], [-0.40, -0.47, -1.43], [-0.16, -0.92, -0.25], [1.23, -0.10, 1.40], [-0.79, 0.69, 0.94], [-0.15, 0.88, -1.41]]}